36
Properties=species:S:1:pos:R:3:mulliken_charge:R:1 method="wB97M-V/def2-TZVPD" homo_ev="0.427 / -0.821" energy_ev=-47399.84654 de_lowest_ev=0.000 spin_multiplicity=5 total_charge=-2
C 1.4016 1.6938 -0.6197 0.791
C 0.1428 2.1006 -1.1819 0.701
C -0.2067 1.1835 -2.1993 0.152
C -0.6046 3.3406 -0.8682 -1.610
C 0.7993 0.1935 -2.2735 1.097
C 1.8091 0.5047 -1.3010 0.535
C 3.1048 -0.2016 -1.1361 -1.828
C 2.1907 2.4412 0.3915 -1.744
C -1.3988 1.2717 -3.0731 -1.938
C 0.8538 -0.8853 -3.2877 -1.963
Os 0.0000 0.0000 0.0000 2.009
Cl -4.1786 2.8259 1.2804 -0.983
Cl -0.9116 1.4698 1.6495 -0.402
O 0.2388 -1.9892 -0.3138 -0.953
H -0.2918 3.7742 0.0734 0.325
H -1.6736 3.1589 -0.8073 0.342
H -0.4305 4.0736 -1.6588 0.321
H -2.2548 1.6768 -2.5435 0.401
H -1.6818 0.2999 -3.4640 0.378
H -1.1847 1.9270 -3.9201 0.347
H -0.1162 -1.3532 -3.4276 0.362
H 1.5565 -1.6627 -3.0136 0.377
H 1.1658 -0.4625 -4.2449 0.296
H 3.0022 -1.2678 -1.3144 0.430
H 3.5035 -0.0682 -0.1353 0.389
H 3.8373 0.1922 -1.8427 0.278
H 1.5456 2.9091 1.1280 0.362
H 2.7812 3.2197 -0.0947 0.286
H 2.8698 1.7860 0.9276 0.383
H -0.5842 -2.4365 -0.5524 0.187
O 1.0790 -0.5129 1.5093 -0.737
H 1.4549 -1.3980 1.3815 0.266
O -2.1572 -1.4009 1.7275 -0.595
C -2.6949 -1.0333 0.5882 0.001
O -1.9668 -0.4290 -0.3247 -0.573
H -3.7362 -1.2470 0.3912 0.313